Record 1
The following is a quantum chemistry calculation of C2CdF3MgNO4S2 as an isolated structure, from OMol25.

- Orbital gap (spin up / spin down): 7.588 / 6.493 eV
- Relative energy (zero: lowest compared OMol25 entry of this formula, charge and spin): 2.28 kcal per mole
- E_LUMO (spin up / spin down): -5.788 / -6.887 eV
- M: 359.9 g/mol
- Highest occupied orbital energy (spin up / spin down): -13.375 / -13.380 eV

Geometry as ORCA input:
```
! RIJCOSX wB97M-V def2-TZVPD def2/J DEFGRID3
* xyz 1 2
O -3.402 -0.330 1.420
C -3.251 -0.009 0.268
O -3.202 -0.616 -0.814
Mg -1.847 1.882 -0.252
Cd -1.239 -1.494 -0.953
N 0.046 1.180 -0.223
S -0.414 0.681 -1.892
S 0.783 0.071 0.620
O 0.235 -1.311 0.355
O 0.915 0.454 2.015
C 2.535 -0.098 -0.028
F 2.535 -0.674 -1.216
F 3.074 1.103 -0.115
F 3.232 -0.837 0.815
*
```

***

Record 2
The following is a quantum chemistry calculation of C30H48BrCaClF18KN5O14P2S3 as an isolated structure, from OMol25.

- Orbital gap: 1.025 eV
- E_LUMO: -5.682 eV
- M: 1397.4 g/mol
- Highest occupied orbital energy: -6.708 eV

Geometry as ORCA input:
```
! RIJCOSX wB97M-V def2-TZVPD def2/J DEFGRID3
* xyz 0 1
C -4.365 -3.379 2.251
C -4.740 -2.539 3.604
O -5.838 -3.284 4.244
C -3.470 -2.328 4.567
C -2.857 -0.818 4.433
Cl -1.040 -1.021 4.858
O -2.888 -0.545 3.013
S -2.675 1.053 2.604
O -1.387 1.143 1.785
O -3.789 1.396 1.622
C -2.788 2.286 3.961
C -1.764 3.523 3.849
C -0.209 3.113 3.891
C 0.470 3.568 2.445
S 1.983 4.627 2.727
C 3.209 4.286 1.390
S 4.807 4.020 1.895
N 2.936 4.260 -0.046
C 1.695 4.194 -0.814
C 2.055 4.239 -2.339
N 3.518 4.336 -2.431
C 3.966 4.327 -1.075
C -2.733 1.645 5.467
C -3.589 0.263 5.364
P -3.975 -0.286 7.128
O -4.401 1.139 7.995
Br -2.136 -1.093 8.236
H -4.977 -4.356 2.169
H -3.264 -3.690 2.213
H -4.595 -2.776 1.292
H -5.227 -1.534 3.282
H -6.637 -3.054 3.713
H -2.629 -3.005 4.139
H -3.616 -2.659 5.650
H -3.849 2.754 3.897
H -1.954 4.171 4.795
H -2.068 4.181 2.963
H -0.047 1.968 4.010
H 0.315 3.737 4.747
H 0.710 2.595 1.859
H -0.253 4.188 1.803
H 0.645 4.128 -0.384
H 1.325 4.202 -3.232
H 5.094 4.411 -0.962
H -1.665 1.502 5.849
H -3.229 2.432 6.141
H -4.586 0.556 4.863
H -4.710 0.913 8.904
C 8.577 3.133 -4.553
C 9.044 2.291 -3.351
C 9.275 0.810 -3.645
F 8.158 0.195 -4.071
F 9.670 0.153 -2.521
F 8.173 2.459 -2.325
F 10.228 2.824 -2.922
O 7.169 3.372 -4.655
C 6.412 2.345 -5.266
C 5.428 1.679 -4.297
F 6.062 1.150 -3.226
F 4.771 0.657 -4.898
F 7.245 1.466 -5.858
F 5.723 2.936 -6.270
H 9.009 4.130 -4.416
H 8.999 2.780 -5.498
H 10.058 0.673 -4.396
H 4.693 2.398 -3.929
K 1.760 2.515 4.583
C -1.714 0.455 -2.160
O -1.542 -0.716 -1.845
N -1.708 1.460 -1.249
N -1.924 0.847 -3.435
H -1.847 2.427 -1.480
H -1.555 1.204 -0.285
H -1.937 0.128 -4.141
H -2.068 1.803 -3.713
C 7.193 -2.608 -1.765
C 7.915 -3.517 -0.792
O 9.129 -3.987 -1.367
H 6.973 -3.137 -2.695
H 6.255 -2.244 -1.337
H 7.817 -1.748 -2.027
H 7.298 -4.384 -0.548
H 8.149 -2.988 0.138
H 9.673 -3.214 -1.570
C -2.021 -4.225 -3.430
O -0.885 -4.586 -3.027
O -2.368 -3.025 -2.928
O -2.830 -4.792 -4.187
H -1.524 -2.952 -2.432
C -6.299 -2.436 -2.791
C -7.068 -1.780 -1.662
O -8.444 -2.196 -1.675
C -8.710 -3.379 -1.082
O -7.878 -4.081 -0.563
C -10.208 -3.673 -1.128
F -10.752 -3.408 -2.335
F -10.892 -2.931 -0.229
F -10.494 -4.962 -0.857
H -6.785 -2.240 -3.750
H -5.274 -2.060 -2.830
H -6.265 -3.520 -2.667
H -7.066 -0.696 -1.797
H -6.609 -1.983 -0.689
F -3.182 1.599 -5.374
C 4.004 -5.231 -5.948
C 4.206 -4.057 -5.029
O 4.193 -4.174 -3.810
N 4.409 -2.832 -5.592
C 4.460 -2.487 -6.998
H 3.856 -6.134 -5.354
H 3.118 -5.076 -6.566
H 4.886 -5.373 -6.576
H 4.536 -2.094 -4.912
H 5.436 -2.042 -7.203
H 3.680 -1.748 -7.196
H 4.311 -3.352 -7.641
Ca -1.353 -3.071 9.715
F -7.424 5.341 9.187
P -6.506 4.068 8.857
F -6.159 2.677 9.597
F -5.056 3.954 8.165
F -5.763 4.797 10.079
F -6.757 4.406 7.307
F -7.865 3.217 8.800
*
```

***

Record 3
The following is a quantum chemistry calculation of a 2-piece molecular cluster, C4H14N2O overall, from OMol25.

- Orbital gap: 9.468 eV
- Relative energy (zero: lowest compared OMol25 entry of this formula, charge and spin): 94.63 kcal per mole
- E_LUMO: 0.720 eV
- M: 106.2 g/mol
- Highest occupied orbital energy: -8.748 eV
- SMILES: CN(C)CCN.O

Geometry as ORCA input:
```
! RIJCOSX wB97M-V def2-TZVPD def2/J DEFGRID3
* xyz 0 1
C -0.195 1.647 0.348
N 0.432 0.296 0.026
C 1.803 0.480 0.137
C -0.178 -0.568 1.105
C -0.024 -2.055 0.948
N -0.838 -2.216 -0.219
H -1.267 1.488 0.369
H -0.176 2.382 -0.519
H 0.167 2.144 1.390
H 1.877 1.416 -0.654
H 2.192 0.892 1.106
H 2.511 -0.313 -0.296
H -1.039 -0.183 1.621
H 0.525 -0.339 2.022
H -0.463 -2.697 1.780
H 1.134 -2.158 0.739
H -0.454 -2.597 -1.036
H -1.363 -1.393 -0.538
O -1.444 1.618 -2.722
H -1.211 1.072 -3.553
H -1.992 1.082 -2.055
*
```

***

Record 4
The following is a quantum chemistry calculation of C29H38N4O8W as an isolated structure, from OMol25.

- Orbital gap (spin up / spin down): 7.459 / 7.458 eV
- Relative energy (zero: lowest compared OMol25 entry of this formula, charge and spin): 3.34 kcal per mole
- E_LUMO (spin up / spin down): -0.135 / -0.135 eV
- M: 754.5 g/mol
- Highest occupied orbital energy (spin up / spin down): -7.594 / -7.593 eV

Geometry as ORCA input:
```
! RIJCOSX wB97M-V def2-TZVPD def2/J DEFGRID3
* xyz 0 1
W -0.041 -0.575 0.434
C 0.965 -2.111 1.750
C 1.292 -0.901 2.448
C 0.053 -0.359 2.929
C -0.975 -1.230 2.497
C -0.435 -2.363 1.832
C -1.127 -3.703 1.616
C -2.404 -3.646 0.780
C -1.495 -4.202 3.026
C -0.156 -4.710 0.994
C -0.300 0.713 3.964
C -0.182 0.014 5.334
C 0.593 1.952 3.962
C -1.766 1.160 3.825
C 2.759 -0.540 2.735
C 3.708 -1.452 1.939
C 3.019 -0.861 4.220
C 3.153 0.928 2.461
H 1.686 -2.782 1.319
H -2.018 -1.095 2.729
H -3.133 -2.958 1.207
H -2.846 -4.645 0.763
H -2.211 -3.329 -0.242
H -2.262 -3.571 3.479
H -0.622 -4.206 3.683
H -1.885 -5.220 2.970
H 0.212 -4.373 0.026
H -0.669 -5.663 0.851
H 0.702 -4.891 1.646
H 0.837 -0.294 5.564
H -0.819 -0.871 5.368
H -0.514 0.702 6.115
H 1.638 1.715 4.142
H 0.265 2.617 4.762
H 0.525 2.505 3.024
H -2.449 0.430 4.263
H -2.078 1.306 2.796
H -1.909 2.095 4.369
H 3.616 -2.496 2.248
H 4.733 -1.143 2.151
H 3.548 -1.376 0.866
H 2.699 -1.875 4.469
H 2.515 -0.166 4.888
H 4.090 -0.784 4.417
H 3.872 0.992 1.646
H 3.616 1.377 3.341
H 2.303 1.551 2.201
O 0.099 -2.181 -0.898
N -0.273 -2.023 -2.103
N -0.553 -0.822 -2.381
O -0.431 0.135 -1.468
C -1.165 -0.490 -3.638
C -1.760 0.753 -3.755
C -2.365 1.082 -4.960
C -2.363 0.184 -6.015
C -1.751 -1.055 -5.871
C -1.141 -1.406 -4.679
H -1.750 1.440 -2.922
H -2.837 2.050 -5.068
H -2.834 0.446 -6.953
H -1.742 -1.757 -6.694
H -0.659 -2.364 -4.558
O 2.971 4.245 -1.228
C 1.786 4.581 -0.741
O 1.391 5.719 -0.734
C 0.938 3.492 -0.173
C -0.331 3.720 0.346
N -0.830 2.557 0.766
N 0.057 1.573 0.566
C 1.115 2.109 -0.036
C 2.191 1.138 -0.454
O 3.210 1.552 -0.990
O 1.920 -0.093 -0.209
H 3.148 3.266 -1.168
H -0.882 4.642 0.417
H -1.804 2.216 0.899
O -3.062 1.165 0.722
C -3.113 0.047 0.199
O -2.198 -0.831 0.106
H -4.093 -0.302 -0.170
*
```

***

Record 5
The following is a quantum chemistry calculation of C16H15BrMnN5O3S as an isolated structure, from OMol25.

- Orbital gap (spin up / spin down): 4.621 / 6.851 eV
- Relative energy (zero: lowest compared OMol25 entry of this formula, charge and spin): 13.06 kcal per mole
- E_LUMO (spin up / spin down): 2.417 / 2.417 eV
- M: 492.2 g/mol
- Highest occupied orbital energy (spin up / spin down): -2.204 / -4.434 eV

Geometry as ORCA input:
```
! RIJCOSX wB97M-V def2-TZVPD def2/J DEFGRID3
* xyz -1 6
Mn -0.434 0.148 0.801
C 1.087 3.976 -0.985
C 0.816 2.548 -0.606
N -0.340 2.163 -0.089
N -1.291 3.138 0.086
C -2.286 2.774 0.831
N -3.259 3.751 1.048
S -2.543 1.257 1.631
C 1.802 1.535 -0.746
C 3.077 1.729 -1.345
C 3.945 0.685 -1.478
C 3.575 -0.600 -1.003
C 2.345 -0.722 -0.408
N 1.472 0.282 -0.268
H 0.523 4.638 -0.332
H 0.762 4.188 -2.008
H 2.146 4.216 -0.909
H -3.263 4.464 0.333
H -4.165 3.375 1.273
H 3.348 2.707 -1.717
H 4.908 0.839 -1.948
H 4.225 -1.457 -1.099
H 2.024 -1.678 -0.004
C 1.007 2.186 2.820
C 0.617 0.837 2.319
O 0.987 -0.222 2.763
H 1.419 2.114 3.827
H 0.151 2.858 2.775
H 1.764 2.570 2.130
Br -3.328 -7.006 0.793
C -2.513 -5.635 -0.232
C -2.190 -5.878 -1.557
N -1.623 -4.961 -2.334
C -1.374 -3.765 -1.801
C -1.661 -3.443 -0.480
C -2.238 -4.404 0.331
C -1.332 -2.085 0.076
O -1.242 -1.949 1.318
O -1.146 -1.133 -0.730
H -2.395 -6.846 -2.001
H -0.926 -3.016 -2.441
H -2.453 -4.178 1.366
*
```

***

Record 6
The following is a quantum chemistry calculation of a 2-piece molecular cluster, C17H32NO5P2 overall, from OMol25.

- Orbital gap: 8.968 eV
- Relative energy (zero: lowest compared OMol25 entry of this formula, charge and spin): 43.19 kcal per mole
- E_LUMO: -2.818 eV
- M: 392.4 g/mol
- Highest occupied orbital energy: -11.786 eV

Geometry as ORCA input:
```
! RIJCOSX wB97M-V def2-TZVPD def2/J DEFGRID3
* xyz 1 1
C -6.989 2.145 3.766
C -5.461 1.709 3.846
P -4.518 2.290 2.321
C -3.075 3.375 2.787
N -3.718 0.747 1.720
C -4.549 0.032 0.703
C -3.799 -1.260 0.144
O -4.201 -1.859 -0.803
C -2.520 -1.670 0.960
C -1.234 -1.109 0.598
C -0.073 -1.471 1.395
C -0.295 -2.367 2.517
C -1.577 -2.943 2.874
C -2.747 -2.583 2.072
H -7.235 2.683 4.710
H -7.111 2.797 2.861
H -7.607 1.217 3.656
H -5.446 0.579 3.869
H -4.931 2.034 4.775
H -2.245 2.739 3.220
H -2.609 3.898 1.910
H -3.364 4.090 3.595
H -2.823 1.014 1.284
H -3.553 0.188 2.573
H -5.486 -0.310 1.219
H -4.827 0.697 -0.152
H -1.200 -0.411 -0.265
H 0.913 -1.032 1.134
H 0.574 -2.632 3.157
H -1.729 -3.613 3.741
H -3.766 -2.973 2.307
O 2.980 -0.211 -1.204
P 3.979 -0.123 -2.338
O 3.428 1.247 -3.064
C 3.697 2.497 -2.437
C 5.161 2.884 -2.560
O 3.287 -1.241 -3.336
C 2.401 -2.225 -2.816
C 0.961 -1.759 -2.917
O 5.291 -0.137 -3.408
C 6.514 -0.683 -2.885
C 6.368 -2.142 -2.498
H 3.391 2.464 -1.387
H 3.082 3.244 -2.941
H 5.791 2.221 -1.960
H 5.322 3.907 -2.212
H 5.500 2.804 -3.594
H 2.667 -2.485 -1.790
H 2.530 -3.132 -3.412
H 0.829 -0.747 -2.531
H 0.299 -2.432 -2.366
H 0.640 -1.736 -3.961
H 6.835 -0.088 -2.025
H 7.272 -0.579 -3.663
H 5.663 -2.262 -1.667
H 7.329 -2.555 -2.185
H 5.984 -2.729 -3.333
*
```